{"formula": "C4H6S", "method": "the ωB97M-V functional and the def2-TZVPD basis", "species": ["S", "C", "C", "C", "C", "H", "H", "H", "H", "H", "H"], "xyz": [[-0.887, 1.413, 1.479], [-0.116, -0.573, -1.997], [-0.054, 0.457, 0.171], [-0.458, -0.577, -0.715], [0.302, 0.296, 1.741], [-0.509, -1.343, -2.596], [1.193, 0.820, 2.042], [0.224, -0.502, 2.466], [0.837, 0.773, -0.242], [0.738, 0.234, -2.353], [-1.268, -0.998, 0.003]], "atomic_forces_ev_per_a": [[-3.237, 1.969, -1.968], [2.137, 1.648, 0.613], [2.384, 0.493, 3.829], [-3.665, -0.041, 2.342], [2.498, -1.495, 0.007], [-0.075, -0.534, -1.237], [0.856, -0.099, -0.480], [-0.789, -0.805, -0.631], [1.708, 2.420, -0.560], [-2.480, -2.335, 0.732], [0.663, -1.220, -2.648]], "nbo_charge": [0.25, -0.38, -0.33, -0.23, -0.58, 0.21, 0.21, 0.23, 0.20, 0.21, 0.22], "lumo_ev": 0.8, "e_homo_ev": -8.80, "gap_ev": 9.6, "total_energy_ha": -554.0653}